1.
{
  "formula": "C18H37BCl6IN4O2",
  "method": "ωB97M-V with the def2-TZVPD basis set",
  "species": ["I", "Cl", "Cl", "Cl", "Cl", "Cl", "Cl", "O", "O", "N", "N", "N", "N", "C", "C", "C", "C", "C", "C", "C", "C", "C", "C", "C", "C", "C", "C", "C", "C", "C", "C", "B", "H", "H", "H", "H", "H", "H", "H", "H", "H", "H", "H", "H", "H", "H", "H", "H", "H", "H", "H", "H", "H", "H", "H", "H", "H", "H", "H", "H", "H", "H", "H", "H", "H", "H", "H", "H", "H"],
  "xyz": [[-2.431038, 4.145711, 5.235342], [1.560497, 1.472422, -8.841118], [2.398433, 1.020231, -5.080782], [2.612375, -1.678726, -8.165689], [-6.121660, -1.280910, 4.635372], [-5.839470, -3.838684, 2.418220], [4.751155, -0.031784, -2.815631], [3.372505, 0.441708, 0.940176], [-0.087176, 2.351849, 5.385282], [1.159888, 1.604515, -0.823907], [0.549676, 2.861037, 1.038600], [2.225410, -1.196502, 2.410747], [0.943773, 0.629560, 1.300842], [3.506791, -1.937620, 2.383364], [3.919927, 0.153237, -5.425296], [1.433957, 0.056051, -9.914816], [1.540731, 0.363202, -1.497493], [-0.593838, 3.161727, 4.623047], [-0.008795, 3.535690, 3.279701], [0.928115, 1.672215, 0.442824], [-1.766282, 2.430760, 1.907596], [-6.301430, -3.019605, 4.987400], [-4.226249, 0.007288, 2.186766], [-2.252340, 1.235483, 1.078861], [0.378534, 1.149020, 2.593145], [-2.702056, 0.039348, 1.942150], [1.150307, -2.125208, 1.924356], [-5.383403, -3.862468, 4.141749], [-0.283293, 2.479000, 2.185639], [4.281995, -0.832617, -4.346228], [1.192220, -1.214319, -9.143617], [2.245876, -0.054336, 1.550785], [4.700565, 0.896612, -5.561520], [1.100667, 1.265548, 3.394554], [-7.343650, -3.284358, 4.832806], [1.004918, -2.059081, 0.849766], [0.343975, -1.117830, -8.471918], [0.999233, -2.034349, -9.832287], [-4.741852, 0.608044, 1.449498], [-5.430868, -4.898701, 4.470929], [3.461737, -2.743706, 3.104216], [-2.339582, 2.439156, 2.824887], [2.618772, 0.255899, -1.444551], [-4.437965, 0.409778, 3.164893], [1.443426, -3.145881, 2.114664], [-4.354270, -3.521014, 4.217442], [-2.375553, -0.885101, 1.480072], [-4.554043, -1.019455, 2.160903], [1.064767, 3.584738, 3.441517], [-3.107680, 1.524855, 0.483133], [1.233138, 0.385618, -2.527823], [-2.049768, 3.339106, 1.385739], [1.080062, 2.449512, -1.362009], [0.205202, -1.923894, 2.409573], [3.460925, -1.511298, -4.130101], [3.653892, -2.409068, 1.415795], [-6.060418, -3.161287, 6.039236], [4.038124, 0.761603, 1.550948], [2.347558, -0.002442, -10.499945], [1.101658, -0.467677, -0.961368], [0.599864, 0.237093, -10.589852], [-1.502885, 0.882399, 0.374648], [1.297454, 3.513542, 1.208898], [-0.342594, 4.525985, 2.994308], [4.349265, -1.311207, 2.634088], [5.140046, -1.419694, -4.666515], [-2.240420, 0.097335, 2.921703], [3.770824, -0.376888, -6.365215], [-0.289661, 0.378831, 2.951500]],
  "forces_ev_per_a": [[0.4302, -0.1314, -0.2032], [0.0336, 0.0021, 0.0149], [-0.0307, 0.0090, 0.0515], [-0.0354, -0.1400, -0.0525], [-0.1008, -0.0690, 0.1161], [0.0329, 0.0323, -0.0209], [0.1041, -0.0207, -0.0404], [-0.3759, 0.6667, 0.0267], [-1.1308, 1.8803, -2.0484], [0.2616, -0.5992, -0.4458], [-1.1266, -0.1879, -0.9425], [0.1725, -0.3285, -1.7469], [0.5366, 0.5018, 0.3148], [-0.4903, -0.1814, 0.4273], [0.1559, -0.0437, -0.0880], [-0.0106, 0.0265, -0.0857], [0.5663, 0.1986, 0.4553], [0.7364, -1.7758, 2.2033], [0.0429, -0.0090, 0.2041], [0.0801, 0.5714, 0.6095], [-0.4595, -0.3739, -1.2168], [-0.0543, -0.0362, 0.1021], [0.9767, 0.0339, -0.0797], [0.0428, -0.5271, 0.3935], [-0.7645, -0.8351, -0.2456], [-0.4199, 0.3698, -0.0814], [0.0687, 0.3228, 0.4849], [0.0499, -0.0785, 0.0487], [0.8732, 0.6441, 1.8512], [-0.0071, -0.0638, -0.0840], [-0.1320, -0.0228, -0.0706], [-0.0177, -0.8395, 0.4718], [-0.0288, 0.0538, 0.0549], [0.5060, 0.1511, -0.2115], [-0.0086, 0.0247, -0.0703], [-0.0537, 0.0519, -0.2345], [0.0399, 0.0400, 0.0642], [0.0709, -0.0073, -0.0214], [-0.2974, -0.0772, -0.2297], [-0.0524, -0.0081, -0.0063], [0.0186, -0.0818, 0.3174], [0.0587, -0.0202, 0.3947], [0.0666, -0.0428, -0.1625], [-0.2588, 0.1416, 0.2461], [0.0327, -0.2506, 0.3381], [-0.0022, 0.0442, -0.0251], [0.0395, -0.2269, -0.1042], [-0.4511, -0.1727, -0.0069], [0.2484, 0.0044, 0.1069], [-0.1080, 0.2406, -0.2354], [-0.2012, 0.0479, -0.2651], [0.1611, 0.3661, -0.0238], [-0.0539, 0.1999, -0.0613], [-0.2135, 0.0138, 0.1416], [-0.0353, 0.0440, 0.0320], [0.2422, 0.0872, -0.2908], [0.0472, 0.0162, -0.0010], [0.4697, -0.2140, -0.0447], [0.0390, 0.0079, 0.0380], [-0.3388, -0.1660, -0.0104], [-0.0406, -0.0085, 0.0322], [0.2010, 0.1723, -0.1717], [0.0919, 0.1957, -0.0954], [-0.2686, 0.0705, -0.2137], [0.1699, 0.1974, 0.0108], [0.0397, 0.0334, 0.0037], [0.2925, -0.1398, 0.1609], [-0.0399, 0.0839, 0.1148], [-0.3907, 0.1313, 0.1062]],
  "nbo_charge": [0.0859, -0.0578, -0.0794, -0.0781, -0.0646, -0.0601, -0.0772, -0.9238, -0.5097, -0.4804, -0.6528, -0.6982, -0.6888, -0.4068, -0.3922, -0.3902, -0.4426, 0.4764, -0.5412, 0.7347, -0.4374, -0.3863, -0.6078, -0.4029, -0.2471, -0.4006, -0.4056, -0.3863, 0.1567, -0.3782, -0.3779, 1.2039, 0.2291, 0.2321, 0.2291, 0.1771, 0.2255, 0.2299, 0.2017, 0.2283, 0.2103, 0.2330, 0.2512, 0.2105, 0.2169, 0.2173, 0.2031, 0.2302, 0.2356, 0.2226, 0.2459, 0.2334, 0.4365, 0.2101, 0.2211, 0.1873, 0.2270, 0.5201, 0.2275, 0.2128, 0.2300, 0.1902, 0.4200, 0.2540, 0.2024, 0.2345, 0.1867, 0.2485, 0.2447],
  "fmax_ev_per_a": 3.002,
  "relative_energy_kj_mol": 0.0,
  "gap_ev": 9.6,
  "e_tot_ha": -4161.1470,
  "total_charge": 1
}



2.
{
  "formula": "C4H13NO2",
  "method": "ωB97M-V with the def2-TZVPD basis set",
  "species": ["O", "O", "N", "C", "C", "C", "C", "H", "H", "H", "H", "H", "H", "H", "H", "H", "H", "H", "H", "H"],
  "xyz": [[-2.070943, 1.833162, 0.224598], [-1.420627, -0.199503, 2.224897], [1.060756, -0.104033, -0.991154], [-1.161548, -0.667996, -1.905971], [2.295963, -0.343205, -0.281920], [1.900513, -0.129808, 1.239095], [-0.000171, -0.909713, -1.211237], [2.730448, -1.469580, -0.318072], [-0.705986, -0.341945, 1.595695], [3.004413, 0.504186, -0.703870], [-1.826279, 0.656029, 1.828585], [1.490872, -1.104363, 1.488868], [-1.783297, -1.412055, -2.035077], [1.008305, 0.887776, -1.410017], [1.097647, 0.568533, 1.567576], [-1.209840, 0.362585, -2.324005], [2.757836, 0.009799, 1.887673], [-2.444243, 2.222318, -0.557883], [-0.003190, -1.835213, -0.658231], [-1.817939, 0.915223, -0.058917]],
  "forces_ev_per_a": [[0.6419, -1.4594, 0.8133], [-0.9469, 2.0519, -0.9782], [-0.0484, 1.8969, -2.1397], [5.1431, 4.8980, 1.1181], [0.0100, 0.5717, 1.2035], [0.3719, -0.7591, -0.0756], [-1.2777, -0.4531, -0.0139], [-0.8937, 2.7221, -0.5181], [0.1316, -0.2231, 0.0300], [-0.8675, -1.9253, 0.9693], [0.7044, -1.8237, 1.1279], [-0.1193, -0.3246, 0.4090], [-3.4251, -3.2786, -0.6437], [-0.0222, -1.9143, 0.7222], [0.8614, 0.1115, -1.0523], [-0.5170, -1.1326, -0.1854], [0.3352, 0.0873, 0.1783], [-0.3234, 0.4638, -0.8250], [0.5061, -0.4833, 0.0346], [-0.2645, 0.9738, -0.1742]],
  "nbo_charge": [-1.1794, -0.9782, -0.6840, -0.6905, -0.3589, -0.6888, 0.0126, 0.1771, 0.4623, 0.1653, 0.4924, 0.1816, 0.1873, 0.2892, 0.2218, 0.1696, 0.1944, 0.3941, 0.1690, 0.4632],
  "fmax_ev_per_a": 7.190,
  "relative_energy_kj_mol": 194.3,
  "gap_ev": [2.8, 8.2],
  "e_tot_ha": -365.3171,
  "total_charge": -1,
  "multiplicity": 2
}



3.
{
  "formula": "C4H5N",
  "method": "ωB97M-V with the def2-TZVPD basis set",
  "species": ["N", "C", "C", "C", "C", "H", "H", "H", "H", "H"],
  "xyz": [[-1.234705, -0.893288, -1.204580], [2.041053, -0.032347, 0.076857], [0.839873, -0.190185, 0.054532], [-0.790114, 0.979068, 0.069800], [-0.640701, -0.461176, -0.026134], [-0.891839, -0.999129, 0.904681], [-0.583499, -1.512461, -1.693204], [-1.136246, 1.504058, 0.960372], [-0.630217, 1.541949, -0.842372], [3.097437, 0.121025, 0.099995]],
  "forces_ev_per_a": [[-0.3496, -1.1497, -0.7839], [-0.1920, -0.0090, 0.0038], [0.3252, -1.1583, -0.3427], [-0.9925, 1.8124, 0.5128], [1.6793, 0.7854, 1.2226], [-0.3120, -0.0499, -0.4577], [-0.0060, 0.0127, -0.1088], [0.1047, -0.1923, -0.2287], [-0.0628, -0.0747, 0.1673], [-0.1944, 0.0234, 0.0153]],
  "nbo_charge": [-0.4277, -0.2363, -0.0378, -0.2516, -0.2535, 0.2515, 0.3121, 0.1994, 0.2024, 0.2415],
  "fmax_ev_per_a": 2.221,
  "relative_energy_kj_mol": 600.3,
  "gap_ev": [6.8, 9.9],
  "e_tot_ha": -209.9351
}



4.
{
  "formula": "C13H11F4IrN2OS4",
  "method": "ωB97M-V with the def2-TZVPD basis set",
  "species": ["Ir", "S", "S", "S", "S", "F", "F", "F", "F", "O", "N", "N", "C", "C", "C", "C", "C", "C", "C", "C", "C", "C", "C", "C", "C", "H", "H", "H", "H", "H", "H", "H", "H", "H", "H", "H"],
  "xyz": [[0.311400, 0.645053, -0.296647], [4.865630, 2.066790, 0.698719], [1.111329, 2.506693, -1.385508], [2.356778, 0.530737, 0.915009], [3.748147, 3.844803, -1.417759], [1.495512, -3.704952, -3.142026], [1.397025, -1.640429, -1.500836], [-2.801072, -3.204221, 0.120371], [-2.618718, -5.264934, -1.506603], [6.192777, 4.040153, -0.446662], [-0.730996, -1.197499, 0.151440], [-1.043755, 1.328130, 1.410822], [-1.639620, -4.372238, -1.510015], [-1.677245, -1.069284, 1.265013], [2.711679, 2.634066, -0.783106], [-0.564766, -4.528029, -2.373458], [0.436228, -3.570984, -2.355489], [0.369533, -2.482098, -1.521086], [3.233009, 1.797770, 0.210421], [-1.275499, 0.084876, 2.164496], [5.168141, 3.446152, -0.400878], [-2.300960, 1.862217, 0.850966], [-0.726902, -2.279442, -0.629235], [-1.726577, -3.301970, -0.653871], [-0.417725, 2.348140, 2.271852], [-0.503608, -5.380059, -3.036059], [-0.349913, -0.156546, 2.690533], [-0.218569, 3.234702, 1.673205], [0.522657, 1.962336, 2.659254], [-2.084499, 2.781777, 0.310972], [-3.010156, 2.077310, 1.656251], [-1.672335, -1.982146, 1.863593], [-2.050651, 0.240711, 2.923476], [-2.691935, -0.955570, 0.878682], [-1.081807, 2.606787, 3.101328], [-2.747020, 1.149797, 0.160287]],
  "forces_ev_per_a": [[-0.0654, -0.0922, -0.4513], [0.0563, 0.0441, -0.0150], [-0.1427, 0.1132, -0.0672], [0.1542, -0.2147, 0.2933], [-0.0241, 0.0777, -0.0955], [0.0179, -0.0202, -0.0285], [-0.0199, 0.1619, 0.0174], [-0.0547, 0.0249, 0.0432], [-0.0235, -0.0502, -0.0129], [-0.0176, -0.0162, -0.0385], [0.0113, 0.2964, 0.3080], [-0.1259, 0.1253, 0.0957], [0.0292, -0.0067, -0.0261], [0.1083, -0.1664, -0.0417], [0.0652, -0.1580, 0.2094], [-0.0201, 0.0289, 0.0516], [0.0478, 0.0376, -0.0268], [-0.0814, -0.2212, -0.0352], [-0.0918, 0.0933, -0.1735], [0.0072, 0.0482, 0.0750], [0.0898, 0.0084, 0.1149], [0.0794, -0.0093, 0.0138], [0.0416, -0.2240, -0.0576], [0.0646, 0.1165, -0.0264], [-0.0197, -0.1046, -0.0761], [-0.0099, -0.0053, -0.0002], [0.0158, -0.0250, -0.0550], [0.0045, 0.0269, 0.0290], [-0.0043, 0.0211, 0.0376], [-0.0152, 0.0009, -0.0093], [-0.0141, 0.0082, -0.0103], [-0.0442, -0.0081, -0.0245], [-0.0196, -0.0083, -0.0157], [-0.0002, 0.0732, 0.0001], [0.0066, 0.0181, 0.0094], [-0.0054, 0.0057, -0.0111]],
  "nbo_charge": [0.8440, 0.4234, 0.0111, 0.0240, 0.4422, -0.2739, -0.2770, -0.2804, -0.2722, -0.4739, -0.4579, -0.4541, 0.3384, -0.2764, -0.3790, -0.2429, 0.3402, 0.3354, -0.4120, -0.2434, 0.2194, -0.4351, 0.1102, 0.3229, -0.4222, 0.2738, 0.2238, 0.2241, 0.2227, 0.2297, 0.2080, 0.2411, 0.2182, 0.2317, 0.2035, 0.2125],
  "fmax_ev_per_a": 0.465,
  "relative_energy_kj_mol": 0.0,
  "gap_ev": [8.3, 6.2],
  "e_tot_ha": -2782.9422,
  "total_charge": 1,
  "multiplicity": 6
}